Entry 1:
This record from OMol25 describes a structure of composition C36H41HfN3SSe. The level of theory is ωB97M-V/def2-TZVPD.

The value obtained for the HOMO energy is -13.23 eV. The gap between HOMO and LUMO comes out at 0.2456 Eh. The total energy comes out at -4407.90185 a.u. The calculation puts the LUMO energy at -6.54 eV.

ORCA input file:
```
! RIJCOSX wB97M-V def2-TZVPD def2/J DEFGRID3
* xyz 2 1
Hf 0.2176 -0.8842 -1.4601
C -2.3338 -2.8745 5.0191
C -1.4037 -3.7417 4.1712
C -0.2412 -4.2325 5.0470
C -2.1910 -4.9511 3.6319
C -0.8617 -2.9936 2.9697
C 0.1564 -3.5373 2.1828
C 0.5636 -2.8956 1.0413
N 0.0630 -1.7073 0.6476
C -0.8379 -1.1102 1.4590
C -1.3444 -1.7456 2.5763
C -1.1394 0.3070 1.1240
C -1.7240 1.1473 2.0502
C -1.7780 2.5263 1.8419
C -1.1510 2.9869 0.6847
C -0.6002 2.1009 -0.2089
N -0.6270 0.7656 -0.0493
C -2.4190 3.4905 2.8190
C -1.3436 4.4666 3.3230
C -3.5170 4.2682 2.0730
C -3.0423 2.7700 4.0134
H -2.6532 -3.4413 5.8925
H -3.2367 -2.5872 4.4766
H -1.8319 -1.9741 5.3800
H -0.6463 -4.7432 5.9201
H 0.3731 -3.4019 5.3976
H 0.3997 -4.9440 4.5275
H -2.5585 -5.5438 4.4697
H -1.5617 -5.5962 3.0170
H -3.0497 -4.6337 3.0380
H 0.6178 -4.4816 2.4310
H 1.3276 -3.3275 0.4097
H -2.1042 -1.2568 3.1634
H -2.1011 0.7348 2.9712
H -1.0762 4.0429 0.4692
H -0.0789 2.4832 -1.0750
H -0.8897 5.0330 2.5100
H -0.5537 3.9417 3.8622
H -1.8019 5.1814 4.0062
H -3.1127 4.8522 1.2460
H -3.9966 4.9621 2.7629
H -4.2829 3.5971 1.6813
H -2.2952 2.2336 4.6023
H -3.8244 2.0724 3.7062
H -3.5036 3.5042 4.6726
S 0.5731 -5.3252 -2.7475
C -0.6909 -5.3113 -1.5913
C -0.9922 -4.0502 -1.1800
C -0.1968 -3.0356 -1.7943
C 0.6870 -3.6101 -2.6923
C 1.4606 -2.8374 -3.6591
C 2.3485 -3.4110 -4.5566
C 2.9185 -2.6263 -5.5423
C 2.5674 -1.2864 -5.6035
C 1.7051 -0.7831 -4.6521
N 1.1679 -1.5232 -3.6720
H -1.1450 -6.2392 -1.2806
H -1.7813 -3.8530 -0.4648
H 2.5730 -4.4664 -4.4872
H 3.6060 -3.0552 -6.2583
H 2.9524 -0.6300 -6.3698
H 1.4629 0.2698 -4.6847
C 2.2751 5.5309 -4.2135
C 2.3090 4.1719 -3.5798
C 3.4517 3.6761 -2.9702
C 3.4913 2.4309 -2.3535
C 4.7748 2.0006 -1.6984
C 2.3381 1.6275 -2.3545
Se 2.5590 0.0259 -1.2358
C 1.1832 2.0808 -3.0155
C -0.1215 1.3345 -3.2539
C 1.1943 3.3463 -3.5984
H 3.2612 5.9901 -4.2163
H 1.5973 6.1928 -3.6724
H 1.9227 5.4737 -5.2436
H 4.3507 4.2805 -2.9630
H 5.5540 2.7377 -1.8766
H 5.1201 1.0409 -2.0862
H 4.6558 1.8916 -0.6187
H -0.0240 0.2397 -3.3255
H -0.4687 1.5317 -4.2696
H -0.9459 1.6220 -2.5993
H 0.3010 3.6847 -4.1140
*
```

Results of the Löwdin charge analysis, in e, for atoms 1 through 4:
1. Hf 1.5066
2. C -0.0501
3. C -0.5524
4. C -0.0285

***

Entry 2:
This record from OMol25 describes a structure of composition C36H42AsBF4N8O2S7W. The level of theory is ωB97M-V/def2-TZVPD.

Its energy above the lowest of the compared OMol25 structures with the same formula, charge and spin is 86.3 kcal/mol. The value obtained for the HOMO energy (alpha / beta) is -1.14 / -0.58 eV. The gap between HOMO and LUMO (alpha / beta) comes out at 0.1607 / 0.1403 Eh. The total energy comes out at -7500.41607 a.u. The calculation puts the LUMO energy (alpha / beta) at 3.24 / 3.24 eV.

ORCA input file:
```
! RIJCOSX wB97M-V def2-TZVPD def2/J DEFGRID3
* xyz -2 3
W 0.1892 -0.2280 -1.2419
C -4.2689 -5.0287 -2.2932
C -3.7155 -3.7131 -1.8217
C -4.1552 -2.5039 -2.3450
C -3.5774 -1.3036 -1.9660
C -2.5214 -1.2585 -1.0587
N -1.8635 -0.0748 -0.6964
C -2.5883 0.9843 -0.2618
C -3.9334 0.8410 0.1778
C -4.7094 1.8856 0.6210
C -4.1976 3.1785 0.7230
C -5.0170 4.3287 1.2397
C -2.8741 3.3407 0.3539
C -2.0884 2.3104 -0.1552
N -0.7726 2.6918 -0.5624
C -0.3396 3.9374 -0.8674
C 1.0205 3.8872 -1.0530
C 1.3572 2.5498 -0.8197
N 0.2705 1.8310 -0.5596
C -2.0828 -2.4842 -0.5322
C -2.6701 -3.6811 -0.9065
N -0.9895 -2.5352 0.3854
C -0.7692 -3.4755 1.3382
C 0.4622 -3.2414 1.8895
C 0.9569 -2.1206 1.2065
N 0.0839 -1.7123 0.2990
H -5.2667 -4.9099 -2.7193
H -4.3317 -5.7502 -1.4766
H -3.6278 -5.4674 -3.0623
H -4.9552 -2.5002 -3.0783
H -3.9273 -0.3745 -2.3959
H -4.3588 -0.1522 0.1607
H -5.7300 1.6822 0.9318
H -5.9905 4.3860 0.7453
H -4.5055 5.2787 1.0709
H -5.2070 4.2498 2.3141
H -2.4182 4.3138 0.4883
H -1.0274 4.7596 -0.9351
H 1.6792 4.6967 -1.3137
H 2.3238 2.0742 -0.8053
H -2.2823 -4.6087 -0.5049
H -1.5235 -4.2071 1.5669
H 0.9452 -3.7830 2.6820
H 1.8829 -1.5870 1.3348
S 1.7403 -4.9607 -3.6700
As 0.0893 -5.5953 -2.1903
S 0.2286 -2.0770 -2.8371
S 1.4972 -3.6061 -2.1227
S 0.7681 -7.1536 -0.9998
C -1.3169 2.0663 -7.2290
C 0.1859 2.0712 -6.9666
C 0.6925 3.3185 -6.2362
C 0.5573 3.2916 -4.7186
N -0.8115 3.4469 -4.2395
C -1.5774 2.4523 -3.7585
S -1.0785 0.8405 -3.6488
N -2.8313 2.7958 -3.3745
C -3.5434 4.0077 -3.7230
C -3.3596 5.1572 -2.7378
C -4.1983 6.3746 -3.1024
C -3.9001 7.5705 -2.2080
H -1.6043 1.2116 -7.8442
H -1.6248 2.9756 -7.7557
H -1.8872 1.9924 -6.3035
H 0.7093 1.9961 -7.9245
H 0.4560 1.1852 -6.3878
H 0.1865 4.2081 -6.6376
H 1.7574 3.4532 -6.4467
H 1.1440 4.1040 -4.2798
H 0.9404 2.3628 -4.3031
H -1.2270 4.3577 -4.3495
H -3.3427 2.0334 -2.9618
H -4.6042 3.7523 -3.7774
H -3.2563 4.3221 -4.7341
H -2.3024 5.4380 -2.6861
H -3.6347 4.7964 -1.7431
H -5.2592 6.1154 -3.0264
H -4.0225 6.6423 -4.1503
H -4.0357 7.3118 -1.1555
H -4.5520 8.4175 -2.4281
H -2.8673 7.9035 -2.3318
F 4.0433 1.1513 -2.1825
B 3.0880 0.2288 -2.6105
F 3.6270 -0.7378 -3.4226
F 2.0104 0.9050 -3.2169
F 2.5047 -0.3924 -1.4130
O 5.2550 -1.2258 4.3979
S 4.3002 -0.2637 4.8910
O 4.0966 -0.2333 6.3219
N 2.8937 -0.3490 4.0956
C 2.6016 0.7688 3.4485
S 1.2140 1.0915 2.5843
C 3.7005 1.8081 3.5504
C 3.7660 3.0624 2.9655
C 4.8923 3.8387 3.1997
C 5.9327 3.3722 4.0044
C 5.8656 2.1140 4.5879
C 4.7363 1.3579 4.3372
H 2.9465 3.3958 2.3410
H 4.9706 4.8199 2.7463
H 6.8033 3.9963 4.1688
H 6.6663 1.7350 5.2100
*
```

Results of the Löwdin charge analysis, in e, for atoms 1 through 4:
1. W 1.0013
2. C -0.0637
3. C -0.2851
4. C -0.0478

***

Entry 3:
This record from OMol25 describes a structure of composition C36H42AsGeO2PtS2. The level of theory is ωB97M-V/def2-TZVPD.

Its energy above the lowest of the compared OMol25 structures with the same formula, charge and spin is 34.3 kcal/mol. The value obtained for the HOMO energy (alpha / beta) is -13.24 / -13.24 eV. The gap between HOMO and LUMO (alpha / beta) comes out at 0.2209 / 0.2207 Eh. The total energy comes out at -6775.28640 a.u. The calculation puts the LUMO energy (alpha / beta) at -7.23 / -7.23 eV.

ORCA input file:
```
! RIJCOSX wB97M-V def2-TZVPD def2/J DEFGRID3
* xyz 2 2
Pt 0.9250 0.3271 0.3900
O 0.6241 -0.0429 2.4644
S -0.2281 -0.7845 3.5063
C -0.1145 -2.5584 3.2007
C 1.3153 -3.0926 3.1184
C 1.9128 -3.0065 1.7081
C 1.1719 -3.9023 0.7027
S 0.3740 -2.9205 -0.6105
O -0.2031 -1.6965 0.1107
C -1.0323 -3.9431 -0.9242
C -0.8518 -5.0973 -1.6776
C -1.9356 -5.9418 -1.8632
C -3.1708 -5.6189 -1.3123
C -3.3350 -4.4461 -0.5870
C -2.2594 -3.5909 -0.3841
C -1.9604 -0.6488 3.1252
C -2.8554 -1.1652 4.0562
C -4.2128 -1.1015 3.7861
C -4.6659 -0.5157 2.6096
C -3.7634 0.0176 1.6988
C -2.4020 -0.0508 1.9624
H -0.6863 -2.7546 2.2930
H -0.6514 -2.9777 4.0549
H 1.2992 -4.1366 3.4352
H 1.9651 -2.5659 3.8219
H 2.9659 -3.2840 1.7427
H 1.8672 -1.9652 1.3845
H 0.3880 -4.5037 1.1627
H 1.8479 -4.5762 0.1742
H 0.1123 -5.3358 -2.1139
H -1.8185 -6.8460 -2.4455
H -4.0121 -6.2834 -1.4571
H -4.3048 -4.1909 -0.1799
H -2.3712 -2.6689 0.1741
H -2.5066 -1.6001 4.9867
H -4.9189 -1.4982 4.5037
H -5.7276 -0.4698 2.4057
H -4.1121 0.4889 0.7891
H -1.6869 0.3466 1.2560
C -1.1622 3.2911 1.5226
Ge -0.4391 2.3375 0.0172
C -1.8336 1.7780 -1.2016
C -2.1485 0.4601 -1.5419
C -3.1975 0.1987 -2.4154
C -3.9315 1.2488 -2.9530
C -3.6244 2.5592 -2.6126
C -2.5774 2.8290 -1.7401
C 0.8551 3.3787 -0.9334
C 1.1536 4.6587 -0.5341
C 2.0851 5.4424 -1.2573
C 2.6966 4.9296 -2.3621
C 2.4189 3.6105 -2.8095
C 3.0370 3.0743 -3.9708
C 2.7610 1.8060 -4.3920
C 1.8562 0.9992 -3.6645
C 1.2462 1.4947 -2.5458
C 1.5037 2.8162 -2.0805
H -1.5824 4.2065 1.0976
H -0.4071 3.5468 2.2644
H -1.9573 2.7230 2.0012
H -1.5929 -0.3721 -1.1270
H -3.4418 -0.8244 -2.6756
H -4.7394 1.0480 -3.6444
H -4.1972 3.3781 -3.0286
H -2.3459 3.8608 -1.4940
H 0.6673 5.0955 0.3315
H 2.3018 6.4519 -0.9327
H 3.4037 5.5308 -2.9221
H 3.7369 3.6929 -4.5209
H 3.2262 1.4172 -5.2882
H 1.6291 -0.0010 -4.0115
H 0.4849 0.8836 -2.0496
C 4.4785 1.2728 -0.8889
As 3.2976 0.9635 0.5843
C 3.2979 2.6872 1.4558
C 4.3544 -0.0970 1.7952
H 5.4103 1.6238 -0.4449
H 4.0652 2.0314 -1.5403
H 4.6549 0.3594 -1.4505
H 4.2819 2.9024 1.8712
H 2.5573 2.6841 2.2522
H 3.0371 3.4439 0.7199
H 5.2385 0.5036 2.0037
H 4.6481 -1.0351 1.3301
H 3.8111 -0.2890 2.7180
*
```

Results of the Löwdin charge analysis, in e, for atoms 1 through 4:
1. Pt 0.7268
2. O -0.6787
3. S 1.0901
4. C -0.3085